1.
The following is a DFT calculation (ωB97M-V/def2-TZVPD) of an isolated ion of composition C3H12N3O and charge +1 in a non-equilibrium geometry.

Each line ends with the Mulliken charge.
Geometry (Å):
C -2.116 0.960 -0.599  -0.82
N -0.970 0.685 0.386  -0.18
N -0.021 -0.292 0.057  -0.08
C -0.425 -1.638 0.380  -1.08
C 1.417 0.127 0.343  0.26
N 2.330 -0.304 -0.693  -0.59
O 1.357 1.526 0.435  -0.60
H -2.596 -0.023 -0.579  0.30
H -2.644 1.666 -0.105  0.42
H -1.599 1.078 -1.600  0.32
H -0.248 1.569 0.247  0.45
H -1.459 0.498 1.242  0.33
H -1.439 -1.860 0.095  0.36
H 0.079 -2.309 -0.152  0.41
H -0.099 -1.809 1.475  0.36
H 1.916 0.003 1.380  0.32
H 3.198 -0.771 -0.414  0.27
H 1.857 -0.867 -1.395  0.23
H 1.460 1.759 -0.502  0.32

- frontier orbital gap (eV) = 11.195
- structure (SMILES) = C[NH2+]N(C)[C@@H](N)O
- ΔE to the lowest compared entry with this formula, charge and spin (kcal per mole) = 106.2
- HOMO energy (eV) = -14.2
- DFT total energy (Eh) = -360.66544
- total charge = +1
- maximum force (eV/Å) = 6.11


2.
The following is a DFT calculation (ωB97M-V/def2-TZVPD) of a 5-piece molecular cluster, C28H63BClNO16S overall in a non-equilibrium geometry.

Each line ends with the Mulliken charge.
Geometry (Å):
C -1.964 1.329 4.433  -0.96
O -1.751 0.547 3.270  0.24
C -2.935 0.056 2.672  -1.49
C -3.011 -1.511 2.709  1.21
C -4.067 -1.882 1.633  -1.45
C -4.886 -3.175 1.897  -1.03
C -6.282 -2.862 2.514  -0.68
C -6.694 -3.868 3.623  -1.03
S -8.220 -4.753 3.235  1.10
O -8.369 -4.845 1.821  -0.54
O -9.313 -4.113 3.879  -0.54
Cl -7.912 -6.647 4.005  -0.22
O -1.664 -1.942 2.444  0.07
C -1.554 -3.159 1.783  -1.03
N -0.119 -3.539 1.846  0.51
C 0.386 -3.477 3.196  0.57
C 0.389 -4.733 4.097  -1.36
O 0.838 -2.503 3.642  -0.54
C 0.102 -4.805 1.225  0.43
C 1.473 -5.029 0.590  -1.22
O -0.689 -5.683 1.202  -0.51
B -3.484 -1.891 4.213  0.93
O -3.377 -3.159 4.740  -0.85
O -4.069 -0.963 5.051  -0.71
H -1.140 2.033 4.602  0.25
H -2.899 1.904 4.414  0.38
H -1.957 0.654 5.306  0.19
H -2.855 0.302 1.596  0.27
H -3.859 0.528 3.024  0.53
H -4.794 -1.054 1.633  0.58
H -3.662 -1.890 0.614  0.56
H -5.102 -3.611 0.909  0.39
H -4.358 -3.955 2.452  0.50
H -6.246 -1.869 2.986  0.34
H -7.042 -2.783 1.731  0.67
H -5.896 -4.611 3.741  0.59
H -6.773 -3.354 4.585  0.44
H -1.782 -3.100 0.707  0.14
H -2.168 -3.976 2.205  0.45
H -0.337 -5.491 3.786  0.39
H 0.261 -4.385 5.122  0.41
H 1.405 -5.144 4.005  0.37
H 1.646 -6.107 0.563  0.37
H 1.526 -4.590 -0.413  0.26
H 2.282 -4.580 1.183  0.32
H -2.987 -3.775 4.105  0.32
H -3.592 -0.907 5.891  0.32
C 4.229 -0.459 7.048  -0.73
O 4.057 -0.898 5.714  -0.41
C 2.739 -0.660 5.219  0.13
C 2.707 0.534 4.289  -0.20
O 2.951 1.751 4.990  -0.36
C 4.265 2.241 4.794  -0.76
H 5.289 -0.526 7.291  0.26
H 3.906 0.578 7.177  0.31
H 3.671 -1.105 7.735  0.32
H 2.031 -0.529 6.043  0.31
H 2.444 -1.546 4.658  -0.11
H 1.705 0.612 3.856  0.08
H 3.420 0.405 3.470  0.36
H 4.381 2.614 3.770  0.30
H 5.016 1.471 4.993  0.33
H 4.422 3.068 5.485  0.26
C -1.041 1.623 -0.407  -1.03
O -2.073 2.406 0.167  -0.39
C -1.570 3.492 0.933  -0.17
C -1.697 4.801 0.182  -0.79
O -0.826 4.839 -0.941  -0.36
C -1.501 4.621 -2.168  -0.60
H -1.500 0.918 -1.102  0.21
H -0.325 2.238 -0.958  0.62
H -0.520 1.056 0.373  0.35
H -0.532 3.314 1.229  0.30
H -2.175 3.548 1.845  0.29
H -1.397 5.618 0.846  0.39
H -2.734 4.975 -0.120  0.36
H -2.125 5.486 -2.416  0.34
H -2.117 3.719 -2.134  0.25
H -0.749 4.499 -2.947  0.19
C 2.304 -0.733 -2.465  -0.55
O 2.093 -1.128 -3.809  -0.39
C 0.799 -0.784 -4.286  -0.39
C 0.843 0.434 -5.186  -0.47
O 1.176 1.606 -4.455  -0.28
C 2.523 2.010 -4.648  -0.52
H 3.356 -0.883 -2.229  0.28
H 2.058 0.321 -2.312  0.25
H 1.701 -1.353 -1.792  0.20
H 0.107 -0.623 -3.454  0.16
H 0.436 -1.638 -4.867  0.39
H -0.154 0.594 -5.609  0.37
H 1.541 0.278 -6.014  0.31
H 2.658 2.403 -5.661  0.08
H 3.219 1.185 -4.477  0.31
H 2.744 2.804 -3.936  0.27
C 2.893 3.430 -8.707  -0.87
O 4.159 3.224 -8.103  -0.32
C 5.085 2.603 -8.985  -0.52
C 6.081 3.602 -9.536  -0.54
O 5.456 4.527 -10.415  -0.37
C 5.243 5.795 -9.817  -0.68
H 2.293 4.048 -8.039  0.24
H 2.983 3.944 -9.668  0.46
H 2.383 2.471 -8.848  0.31
H 4.565 2.087 -9.798  0.36
H 5.627 1.852 -8.402  0.37
H 6.832 3.063 -10.121  0.36
H 6.597 4.122 -8.723  0.34
H 6.197 6.315 -9.682  0.33
H 4.732 5.705 -8.855  0.28
H 4.619 6.382 -10.490  0.24

- frontier orbital gap (eV) = 9.038
- structure (SMILES) = COC[C@@](CCCCS(=O)(=O)Cl)(OCN(C(C)=O)C(C)=O)B(O)O.COCCOC.COCCOC.COCCOC.COCCOC
- HOMO energy (eV) = -9.0
- DFT total energy (Eh) = -3246.32285
- total charge = 0
- maximum force (eV/Å) = 3.28


3.
The following is a DFT calculation (ωB97M-V/def2-TZVPD) of C4H8N2 in the gas phase in a non-equilibrium geometry.

Each line ends with the Mulliken charge.
Geometry (Å):
C -1.327 1.515 -1.444  -1.07
C -0.658 0.451 -0.721  0.16
N 0.385 0.842 -0.105  -0.30
N 1.088 -0.198 0.707  -0.26
C 0.639 -1.473 0.113  -0.55
C 0.309 -1.092 1.634  -0.15
H -1.492 1.308 -2.525  0.25
H -2.288 1.540 -1.065  0.28
H -0.776 2.458 -1.335  0.33
H -1.150 -0.430 -0.301  0.38
H 0.052 -1.483 -0.777  0.26
H 1.366 -2.222 -0.024  0.22
H 0.976 -1.402 2.406  0.28
H -0.777 -0.684 1.916  0.16

- frontier orbital gap (eV) = 9.899
- structure (SMILES) = C/C=N/N1CC1
- ΔE to the lowest compared entry with this formula, charge and spin (kcal per mole) = 103.3
- HOMO energy (eV) = -8.9
- DFT total energy (Eh) = -266.55738
- total charge = 0
- maximum force (eV/Å) = 4.70


4.
The following is a DFT calculation (ωB97M-V/def2-TZVPD) of C2H3ClO2S in the gas phase in a non-equilibrium geometry.

Each line ends with the Mulliken charge.
Geometry (Å):
C -1.530 -0.975 -0.269  -0.57
S -0.329 -0.218 -1.117  0.33
O -0.441 1.210 -1.307  -0.50
C 1.230 -0.108 0.509  0.14
O 2.150 0.595 -0.049  -0.24
Cl 0.520 0.460 1.990  -0.11
H -1.771 -1.968 -0.418  0.33
H -2.163 -0.476 0.436  0.30
H 2.334 1.481 0.226  0.31

- frontier orbital gap (alpha / beta) (eV) = 7.229 / 7.202
- structure (SMILES) = C=S(=O)=C(O)Cl
- ΔE to the lowest compared entry with this formula, charge and spin (kcal per mole) = 99.6
- HOMO energy (alpha / beta) (eV) = -8.4 / -8.4
- DFT total energy (Eh) = -1086.69199
- total charge = 0
- maximum force (eV/Å) = 4.75


> Among the records above, which one has the lowest maximum force?

C28H63BClNO16S


> What is the formula in the second record?

C28H63BClNO16S


> Among the records above, which one has the lowest DFT total energy?

C28H63BClNO16S